Entry 1:
This record from the OMol25 dataset describes a structure of composition C12H28IO3P2Ti. The level of theory is ωB97M-V with the def2-TZVPD basis set.

F_max ... 9.7 eV/Å
<S²> ... 0.76
Frontier orbital gap (spin up / spin down) ... 7.30 / 7.71 eV
Lowest unoccupied orbital energy (spin up / spin down) ... -8.651 / -8.438 eV

```
! wB97M-V def2-TZVPD RIJCOSX def2/J DEFGRID3
* xyz 2 2
C -0.19904 -1.72514 -3.58957
C -0.23474 -1.51268 -2.09642
H -0.30323 -0.74963 -4.07294
H -1.03372 -2.33338 -3.95216
H 0.70730 -2.22148 -3.94528
O -0.03120 -0.38983 -1.56976
I -0.71132 -3.13084 -0.93464
Ti -0.04978 0.96676 0.74183
P 2.36910 0.38671 0.45513
C 3.50012 1.74814 0.89488
C 3.00003 -1.03356 1.40779
H 4.06707 -1.18996 1.18900
H 3.98765 0.15342 -1.33007
H 2.42852 -1.93175 1.13624
H 2.70158 -1.10186 -1.43391
H 3.48208 1.89365 1.98334
H 2.86932 -0.83933 2.48046
C 2.91035 -0.04228 -1.23629
H 4.51576 1.48681 0.56416
H 2.35807 0.56473 -1.96301
H 3.17352 2.67574 0.40708
P -2.49740 0.24096 0.02963
C -3.35540 1.84791 0.16454
C -3.34498 -0.46271 -1.44578
H -2.83006 -1.81816 1.25053
H -4.34296 -0.83995 1.20891
H -2.99162 -0.38987 2.32959
C -3.24558 -0.79987 1.33895
H -3.08374 -1.52293 -1.58147
H -4.44033 -0.37852 -1.31151
H -4.41447 1.70920 -0.11569
H -2.88306 2.54649 -0.54624
H -3.05308 0.10408 -2.34088
H -3.28115 2.26511 1.18247
C 0.45738 2.71073 0.06074
O 0.84864 3.71816 -0.42227
C 0.52668 2.76014 3.93986
C -0.71106 1.88017 3.72654
C -2.04025 2.62412 3.64041
O -0.49723 1.14339 2.46155
H 0.64979 3.43888 3.07072
H 1.43667 2.13122 4.04399
H 0.38975 3.36267 4.85290
H -0.76302 1.16023 4.55675
H -2.01431 3.30758 2.77932
H -2.84951 1.88958 3.50795
H -2.20504 3.20967 4.55613
*
```

=====

Entry 2:
This record from the OMol25 dataset describes a cluster of 4 separate species, C12H28N3O3P2S in total. The level of theory is ωB97M-V with the def2-TZVPD basis set.

F_max ... 3.1 eV/Å
Frontier orbital gap ... 7.08 eV
Lowest unoccupied orbital energy ... -3.852 eV

```
! wB97M-V def2-TZVPD RIJCOSX def2/J DEFGRID3
* xyz 1 1
C 2.80636 1.60279 -0.94901
C 1.80505 1.94227 -1.53316
C 0.44942 2.41772 -2.04060
P -0.75100 2.36120 -0.58284
P -1.82834 0.44841 -0.65388
S -1.87383 -0.27457 1.13824
H 3.49843 1.24154 -0.17630
H 0.11280 1.75813 -2.86987
H 0.48136 3.48293 -2.37921
H 0.07488 2.30621 0.57795
H -1.61680 3.48855 -0.58148
H -3.17104 0.63527 -1.09065
H -1.16282 -0.45157 -1.54923
C -4.79759 -3.92193 -0.41591
O -3.87647 -3.31805 -0.94474
N -4.92144 -4.14055 0.90986
C -6.04543 -4.86379 1.47279
C -3.89101 -3.63090 1.79681
H -5.62707 -4.34603 -1.00438
H -6.57773 -4.21522 2.17178
H -5.67771 -5.74415 2.00395
H -6.73181 -5.18187 0.68906
H -3.82922 -2.54810 1.67925
H -2.93028 -4.06707 1.51964
H -4.11905 -3.87685 2.83195
C 2.85923 5.15185 -1.04679
O 1.86452 5.04430 -0.34077
N 3.76367 6.14136 -0.95821
C 4.92295 6.20615 -1.82968
C 3.57489 7.17972 0.04238
H 3.09558 4.41887 -1.83466
H 5.83045 6.17804 -1.22380
H 4.89469 7.13828 -2.39697
H 4.93210 5.36681 -2.52394
H 3.55211 6.72602 1.03440
H 2.62160 7.68092 -0.13224
H 4.38401 7.90520 -0.00907
C 0.48458 -4.26611 2.21034
O -0.41401 -3.64204 2.74162
N 1.10246 -3.90763 1.05996
C 2.16946 -4.69746 0.47580
C 0.67677 -2.69196 0.39590
H 0.87635 -5.20238 2.63966
H 3.07417 -4.08880 0.40852
H 1.87392 -5.01896 -0.52540
H 2.37672 -5.57620 1.08463
H 0.81077 -1.84672 1.07443
H -0.38415 -2.77321 0.14593
H 1.25748 -2.53044 -0.51209
*
```

=====

Entry 3:
This record from the OMol25 dataset describes a structure of composition C12H28N3O3PdSi. The level of theory is ωB97M-V with the def2-TZVPD basis set.

F_max ... 3.5 eV/Å
<S²> ... 6.03
Frontier orbital gap (spin up / spin down) ... 6.57 / 3.88 eV
Lowest unoccupied orbital energy (spin up / spin down) ... -10.861 / -14.669 eV

```
! wB97M-V def2-TZVPD RIJCOSX def2/J DEFGRID3
* xyz 3 5
Pd 0.26992 0.87488 0.23817
C 2.50129 -2.20470 -0.72054
Si 2.30895 -0.55904 0.26526
C 3.11953 -1.00936 1.92222
C 3.16214 0.73734 -0.90406
H 3.57877 -2.34804 -0.83473
H 2.03388 -2.15361 -1.70288
H 2.08029 -3.02932 -0.14841
H 4.19957 -0.99325 1.74764
H 2.84116 -2.01693 2.22681
H 2.88671 -0.32039 2.73133
H 4.22614 0.71602 -0.64745
H 2.81258 1.76644 -0.78372
H 3.05267 0.43392 -1.94438
C -1.23390 5.32300 1.55447
N -0.74239 4.81004 0.27392
C -0.52813 5.61066 -0.76731
C -0.06699 5.10164 -1.97016
C 0.19697 3.68028 -2.07121
N -0.02211 2.90395 -1.00664
C -0.49100 3.43149 0.13906
O -0.68519 2.66845 1.08955
N 0.64236 3.16077 -3.18896
H -1.34115 6.40275 1.50062
H -0.53496 5.06405 2.35062
H -2.19793 4.86618 1.78746
H -0.72218 6.66776 -0.62333
H 0.08541 5.74928 -2.82684
H 0.81110 3.73397 -4.01001
H 0.80424 2.16278 -3.27588
O 2.01000 2.04183 1.90664
H 2.81312 2.56704 1.78522
H 1.71670 2.21803 2.81103
C -1.80962 -0.14505 -2.11644
C -2.61576 -0.33766 -0.85078
O -1.73980 -0.34408 0.28829
C -2.37503 -0.35350 1.57734
C -1.30857 -0.36430 2.65262
H -2.46837 -0.13890 -2.98374
H -1.09289 -0.95816 -2.24163
H -1.29014 0.81718 -2.07794
H -3.12314 -1.30614 -0.88480
H -3.38084 0.43412 -0.72848
H -2.99221 -1.25372 1.64450
H -3.03975 0.51038 1.67483
H -0.69107 -1.25990 2.57569
H -1.77668 -0.36362 3.63601
H -0.68205 0.53431 2.59096
*
```

=====

Which formula does entry 1 have?
C12H28IO3P2Ti

=====

Look up the F_max of the first one.
9.7 eV/Å

=====

What is the formula in the third record?
C12H28N3O3PdSi

=====

Which formula does entry 3 have?
C12H28N3O3PdSi